# 1
C7H15NOS | ωB97M-V/def2-TZVPD

Geometry (Å):
C: 0.68 2.17 -0.29
C: 2.03 1.63 0.26
C: -0.56 0.10 -0.36
C: 1.08 -0.94 0.27
C: 0.90 -2.37 0.01
C: -3.10 -0.01 -0.38
C: -1.77 -0.67 0.12
N: -0.45 1.35 0.22
O: 3.67 -0.51 0.06
S: 2.44 -0.03 -0.58
H: 0.62 3.23 0.01
H: 0.74 1.97 -1.45
H: 2.88 2.31 0.05
H: 1.92 1.31 1.36
H: -0.44 0.14 -1.47
H: 1.23 -0.82 1.32
H: 0.95 -2.67 -1.06
H: -0.21 -2.53 0.37
H: 1.60 -3.10 0.52
H: -3.37 0.82 0.18
H: -4.03 -0.63 -0.25
H: -2.84 0.28 -1.44
H: -1.76 -1.81 0.04
H: -1.83 -0.50 1.22
H: -0.38 1.29 1.27

Gap between HOMO and LUMO, eV: 9.02
Energy above the lowest of the compared OMol25 structures with the same formula, charge and spin, kJ/mol: 419.94
2S+1: 1

Mulliken atomic charges, in units of e: -0.52 -0.61 -0.12 -0.07 -1.06 -1.15 -0.60 -0.25 -0.63 0.44 0.34 0.30 0.41 0.27 0.31 0.34 0.28 0.16 0.34 0.32 0.35 0.27 0.28 0.25 0.34

# 2
C11H17N2 | ωB97M-V/def2-TZVPD

Geometry (Å):
C: 1.46 -1.54 -0.25
N: 0.18 -1.47 -0.95
C: -0.55 -2.76 -1.07
C: -0.78 -0.28 -0.46
N: -1.84 -0.18 -1.36
C: -1.33 -0.70 1.01
C: -0.89 0.40 1.98
C: 0.06 1.28 1.14
C: 0.82 2.29 1.62
C: 1.61 3.05 0.79
C: 1.46 2.78 -0.59
C: 0.71 1.67 -1.14
C: 0.04 0.90 -0.22
H: 1.85 -2.54 -0.18
H: 2.16 -0.91 -0.75
H: 1.26 -1.21 0.88
H: 0.37 -1.13 -1.89
H: -1.09 -2.86 -0.09
H: -1.37 -2.77 -1.77
H: 0.17 -3.63 -1.44
H: -1.82 0.75 -1.76
H: -2.77 -0.58 -1.07
H: -0.86 -1.57 1.37
H: -2.33 -1.01 1.01
H: -0.54 0.04 2.93
H: -1.77 1.00 2.20
H: 0.85 2.40 2.67
H: 2.34 3.82 1.07
H: 1.95 3.36 -1.44
H: 0.65 1.39 -2.25

SMILES: C[NH+](C)[C@@]1(N)CCc2ccccc21
Gap between HOMO and LUMO, eV: 9.91
Net charge: +1
Energy above the lowest of the compared OMol25 structures with the same formula, charge and spin, kJ/mol: 141.74
2S+1: 1

Mulliken atomic charges, in units of e: -0.72 0.02 -0.87 1.35 -0.49 -1.47 -1.13 0.47 -0.49 -0.76 -0.48 -0.45 -0.58 0.33 0.36 0.24 0.44 0.37 0.37 0.33 0.31 0.28 0.47 0.63 0.47 0.41 0.54 0.42 0.31 0.32

Computed values of highest occupied orbital energy (unit: eV) for the preceding records, in sequence: -8.158 -12.491.